Density functional theory data (ωB97M-V/def2-TZVPD) for one molecule with the formula C4H8O2.

Cartesian coordinates (Å):
C1 1.757 -0.684 -0.994
C2 1.166 0.165 0.133
O1 1.186 1.528 -0.238
C3 -0.154 -0.456 0.507
O2 -1.081 0.461 0.389
C4 -2.420 0.030 0.680
H1 1.758 -1.743 -0.719
H2 2.779 -0.362 -1.207
H3 1.160 -0.556 -1.903
H4 1.786 0.018 1.036
H5 0.299 1.878 -0.080
H6 -2.996 0.070 -0.247
H7 -2.843 0.719 1.413
H8 -2.375 -0.989 1.068

Results
Multiplicity ... 1
Orbital gap ... 9.66 eV
Calculated total energy ... -307.5828 Ha